Record 1
Density functional theory data (ωB97M-V/def2-TZVPD) for the molecule C3H7O2PS.

```
14
Properties=species:S:1:pos:R:3:forces:R:3:mulliken_charge:R:1
C -0.764150 -1.071363 0.903543 -2.84 -1.68 0.38 -0.415
H -1.512127 -0.960804 -1.206917 -1.11 1.84 -1.07 0.356
H 0.766998 2.290256 -1.393296 0.46 0.29 -2.04 0.340
C -0.673641 -1.295232 -0.691626 -0.04 -3.90 4.13 -0.301
H 0.608011 2.834476 0.228792 1.39 0.78 1.09 0.384
O 0.226228 -0.145537 1.292698 -1.86 -0.34 1.61 -0.297
H -0.814046 -2.431128 -0.831858 0.95 1.35 0.00 0.269
H -0.678484 -1.977489 1.617747 0.21 1.13 -1.66 0.284
P 1.180755 0.259287 0.155998 0.97 2.02 -2.91 0.637
H -0.606320 1.957452 -0.266364 -0.12 -0.56 -0.93 0.295
H -1.827848 -0.730981 1.049778 1.16 0.37 0.44 0.247
C 0.474586 2.030763 -0.438570 -0.93 -3.23 2.46 -1.012
O 0.570124 -0.839589 -0.953448 2.29 1.67 -1.16 -0.405
S 3.049911 0.079888 0.533519 -0.53 0.23 -0.33 -0.382
```
Positions in Å, forces in eV/Å.

## Properties
Maximum force, hartree/bohr: 0.1105
ΔE to the lowest compared entry with this formula, charge and spin, eV: 0.643
Structure (SMILES): CP1(=S)OCCO1
HOMO energy, eV: -9.057
Kohn-Sham gap, eV: 9.77

***

Record 2
Density functional theory data (ωB97M-V/def2-TZVPD) for the ion C3H9N2S with charge -1.

```
15
Properties=species:S:1:pos:R:3:forces:R:3:mulliken_charge:R:1
H -1.242023 -1.998210 1.495265 -0.58 0.18 0.19 0.274
H -0.048627 1.387739 -1.445586 -0.34 -0.41 -0.37 0.214
C 0.927089 1.094453 -1.086503 0.93 0.97 0.76 -0.723
H 1.365609 0.208586 -1.546486 -0.53 -0.20 -0.23 0.201
C -1.121469 -0.555159 0.123920 -0.44 -0.13 -0.54 -0.325
N -0.025798 -0.162181 0.968837 0.47 0.00 0.11 -0.426
H -1.420252 -2.544087 0.039059 -0.35 0.02 -0.10 0.275
C 0.892385 0.904688 0.438420 -0.80 -0.70 -0.79 -0.584
H 1.887748 0.584886 0.687265 0.49 0.27 0.55 0.319
S 2.060266 2.502927 -1.474576 -0.06 -0.18 0.01 -0.650
H -1.859825 0.241130 0.064465 -0.11 0.21 0.27 0.241
N -1.763997 -1.794306 0.638271 1.09 -0.14 -0.02 -0.669
H 0.634682 1.843656 0.903056 0.12 0.32 0.17 0.263
H -0.820208 -0.722156 -0.920212 0.00 -0.14 0.06 0.291
H 0.534418 -0.991972 1.114812 0.12 -0.08 -0.07 0.299
```
Positions in Å, forces in eV/Å.

## Properties
Total charge: -1
Maximum force, hartree/bohr: 0.0300
ΔE to the lowest compared entry with this formula, charge and spin, eV: 0.949
Structure (SMILES): NCNCC[S-]
HOMO energy, eV: -2.378
Kohn-Sham gap, eV: 6.12

***

Record 3
Density functional theory data (ωB97M-V/def2-TZVPD) for a cluster of 2 separate species, C11H16Se in total.

```
28
Properties=species:S:1:pos:R:3:forces:R:3:mulliken_charge:R:1
H 0.234001 -4.783834 -0.209638 0.00 -0.10 -0.02 0.388
H 0.952561 -3.257675 -2.008715 0.04 -0.01 -0.08 0.387
C -0.243503 1.369622 -1.608384 -0.01 -0.05 0.21 -2.027
C 0.401964 -0.958468 0.425151 0.06 -0.95 0.00 0.738
H -0.145971 2.949533 1.451375 0.01 0.05 0.16 0.356
H 2.994913 1.762587 -0.508252 0.01 0.12 -0.75 0.050
H 0.217322 0.651638 1.784096 -0.09 -0.02 0.00 0.600
C -0.137317 2.880690 0.367248 0.09 -0.13 -0.10 -1.841
H 0.849057 3.177967 0.020961 0.03 0.01 0.07 0.388
H -0.740695 2.209955 -2.089518 -0.07 0.05 -0.02 0.493
H -2.215738 0.164056 -0.089169 -0.08 -0.09 -0.01 0.418
C 0.287794 0.440453 0.721724 1.88 1.62 0.31 -1.462
C -0.453854 1.456752 -0.097964 -0.16 0.29 -0.15 2.585
C 0.687734 -2.860612 -1.040005 0.02 -0.04 -0.07 -0.785
H -2.563883 1.883418 -0.318749 -0.05 0.05 -0.05 0.453
H -0.658832 0.451579 -2.014803 -0.02 -0.08 -0.11 0.466
H 1.102365 -0.853961 -1.606158 0.00 0.10 -0.09 0.522
C 0.747276 -1.499061 -0.821662 -0.04 0.15 0.15 -0.099
C 0.293726 -3.721713 -0.027822 0.00 0.07 0.12 -0.357
C -1.940815 1.170995 0.218219 0.10 -0.09 -0.06 -1.797
H 0.815256 1.424227 -1.846971 0.14 0.01 -0.07 0.297
Se 2.893543 1.490733 0.896863 -1.59 -1.06 0.61 -0.269
H -2.136258 1.277996 1.282394 -0.07 0.02 0.13 0.389
H -0.162647 -1.465208 2.438302 0.00 0.06 0.08 0.346
C 0.075063 -1.854909 1.458882 -0.04 0.32 -0.23 -0.448
H -0.287798 -3.876689 2.027758 -0.01 -0.06 0.08 0.384
C 0.000318 -3.211284 1.227998 0.01 -0.24 -0.03 -0.651
H -0.865582 3.581210 -0.033160 -0.20 0.03 -0.06 0.479
```
Positions in Å, forces in eV/Å.

## Properties
Maximum force, hartree/bohr: 0.0486
ΔE to the lowest compared entry with this formula, charge and spin, eV: 0.000
HOMO energy (alpha / beta), eV: -7.906 / -7.886
Kohn-Sham gap (alpha / beta), eV: 6.89 / 6.84

***

Record 4
Density functional theory data (ωB97M-V/def2-TZVPD) for a cluster of 2 separate species, C5H12OS2 in total.

```
20
Properties=species:S:1:pos:R:3:forces:R:3:mulliken_charge:R:1
S -1.895274 1.069406 -1.471264 -0.29 -0.22 0.02 -0.130
O 1.091644 -0.503708 -1.348729 0.41 0.52 -0.01 -0.561
H -0.960058 -1.296544 -1.353178 -0.33 -0.06 0.03 0.164
C -1.662722 2.953066 0.455126 -0.30 -0.50 -0.57 -1.097
H 1.934841 -2.778510 -0.953966 -0.36 -0.09 0.11 0.297
H 0.599706 -0.828482 0.602293 0.18 0.00 0.16 0.217
C 1.501620 -0.847692 -0.029813 -0.62 0.04 0.31 -0.178
H -0.591154 2.787459 0.549365 0.02 0.13 0.27 0.288
C 2.058480 -2.231051 -0.024060 0.44 -0.08 -0.09 -0.195
H -1.804496 3.582628 -0.426973 -0.04 0.20 0.15 0.306
H 3.062058 -3.816408 0.854855 0.12 0.00 0.14 0.252
C -2.366154 1.614586 0.200632 0.21 0.00 0.14 -0.317
C 2.737749 -2.791209 0.968383 0.18 0.05 -0.49 -0.773
H -3.448874 1.702175 0.275624 -0.01 0.08 -0.13 0.359
H -2.059544 0.832878 0.894192 0.10 0.09 0.06 0.315
H 3.084564 -2.244844 1.836484 -0.31 -0.04 0.18 0.265
H 0.870780 0.443828 -1.340665 -0.09 -0.50 -0.16 0.283
H 2.214870 -0.133382 0.392528 0.05 0.03 -0.13 0.384
S -2.276528 -0.965969 -1.400501 0.46 0.27 -0.11 -0.212
H -2.091510 3.451765 1.319664 0.18 0.07 0.11 0.331
```
Positions in Å, forces in eV/Å.

## Properties
Maximum force, hartree/bohr: 0.0159
ΔE to the lowest compared entry with this formula, charge and spin, eV: 1.133
Structure (SMILES): C=CCO.CCSS
HOMO energy, eV: -8.910
Kohn-Sham gap, eV: 9.49

***

Record 5
Density functional theory data (ωB97M-V/def2-TZVPD) for a cluster of 3 separate species, C3H10O3 in total.

```
16
Properties=species:S:1:pos:R:3:forces:R:3:mulliken_charge:R:1
H -0.252720 0.998445 2.597735 -1.07 0.14 1.41 0.393
C 0.135092 0.892976 0.681574 2.01 0.59 -0.51 -0.214
O 2.984905 -0.028740 -0.115770 0.38 0.55 -0.66 -0.623
H 0.680273 -0.954150 -0.438074 -0.68 0.40 0.62 0.370
H 0.738534 -0.396364 2.234187 0.12 -0.87 0.37 0.301
H 1.463623 1.213573 2.465613 -0.53 -0.36 -0.60 0.292
H -2.498358 -1.085020 -0.109621 0.22 0.27 0.07 0.308
C 0.585345 0.642462 2.072608 1.65 0.84 -0.46 -1.079
H -0.025040 1.958563 0.431573 -1.07 -0.82 0.09 0.305
H -1.126921 -0.460421 -1.783076 -0.10 -1.47 -0.92 0.346
O -2.874622 -1.428969 -0.922665 -0.37 -0.32 0.14 -0.611
C 0.119981 -0.010925 -0.305427 -2.34 0.18 -0.67 -0.232
H 3.591834 0.300735 -0.791377 0.44 -0.42 0.20 0.304
O -0.877987 0.268668 -1.257810 1.79 1.54 0.66 -0.496
H -3.722573 -1.783715 -0.637250 -0.04 -0.11 -0.21 0.297
H 2.250463 0.573608 -0.292275 -0.42 -0.15 0.48 0.339
```
Positions in Å, forces in eV/Å.

## Properties
Maximum force, hartree/bohr: 0.0477
ΔE to the lowest compared entry with this formula, charge and spin, eV: 1.640
Structure (SMILES): C/C=C/O.O.O
HOMO energy, eV: -8.443
Kohn-Sham gap, eV: 9.17

***

Record 6
Density functional theory data (ωB97M-V/def2-TZVPD) for a cluster of 2 separate species, C4H11NO2S in total.

```
19
Properties=species:S:1:pos:R:3:forces:R:3:mulliken_charge:R:1
H -0.443949 1.648876 0.015175 -0.17 0.05 -0.04 0.306
C -1.237163 -0.303309 0.519985 0.07 0.05 0.21 -0.515
H 1.475437 0.128758 -2.998297 -0.11 0.03 0.04 0.316
H -0.845840 -0.202672 1.526981 0.03 0.04 0.18 0.334
H 1.501948 -1.925657 -0.524110 0.02 -0.02 -0.03 0.246
C -0.330699 -1.165809 -0.332594 0.07 -0.33 0.16 0.400
H -2.201173 -0.802684 0.627948 0.04 0.07 -0.35 0.392
S -2.790718 2.039026 0.471193 -0.07 0.09 0.10 -0.203
H 1.208719 0.178565 1.574169 -0.07 0.00 -0.21 0.312
H 1.287717 0.411588 -1.510073 0.01 -0.02 -0.27 0.311
H -2.161457 2.848218 1.330600 0.07 -0.07 0.05 0.125
N 0.995788 -1.248751 0.025968 -0.20 0.19 -0.16 -0.159
O -0.727559 -1.741954 -1.326051 -0.03 0.07 0.05 -0.627
C -1.367721 1.080815 -0.118114 0.02 -0.01 0.01 -0.646
C 1.640250 -0.759017 1.225498 0.02 0.22 0.22 -0.891
O 1.257832 0.835256 -2.380490 0.13 0.01 0.19 -0.663
H 2.682900 -0.544793 0.997389 0.05 -0.11 0.08 0.320
H 1.579699 -1.458976 2.059668 0.09 -0.13 -0.01 0.319
H -1.524009 0.982515 -1.184845 0.05 -0.10 -0.23 0.325
```
Positions in Å, forces in eV/Å.

## Properties
Maximum force, hartree/bohr: 0.0072
ΔE to the lowest compared entry with this formula, charge and spin, eV: 0.324
Structure (SMILES): CNC(=O)CCS.O
HOMO energy, eV: -9.200
Kohn-Sham gap, eV: 9.75